## a
Here is a molecular structure, C3H6N4 from the Open Molecules 2025 dataset. Energies are from the ωB97M-V functional and the def2-TZVPD basis.

XYZ file:
```
13
C3H6N4 | the Open Molecules 2025 dataset | the ωB97M-V functional and the def2-TZVPD basis
C 0.543 0.752 -0.638
C 0.830 -0.365 2.261
C -0.262 0.616 -1.932
N -0.018 -1.192 2.574
N -0.970 -1.365 1.748
N -0.664 -0.807 0.473
N 0.392 0.049 0.428
H 1.529 1.102 -0.783
H 1.764 -0.131 2.418
H -0.276 -0.300 -2.523
H 0.023 1.418 -2.530
H -1.276 0.788 -1.624
H -1.614 -0.563 0.128
```

The spin multiplicity is 1. As for the charge: 0. The calculation puts the HOMO energy (spin up / spin down) at -0.2636 / -0.2636 Ha.


## b
Here is 2 unconnected molecules or ions with the total composition C3H6N4 from the Open Molecules 2025 dataset. Energies are from the ωB97M-V functional and the def2-TZVPD basis.

XYZ file:
```
13
C3H6N4 | the Open Molecules 2025 dataset | the ωB97M-V functional and the def2-TZVPD basis
C 0.398 0.067 -0.430
C -0.499 -1.039 1.548
C 0.897 -0.659 1.744
H -0.837 2.106 -1.934
H -1.101 0.674 -3.213
H -1.792 -0.240 0.119
H -1.299 -1.642 2.077
H 1.721 -1.381 2.406
H 2.137 1.128 0.557
N -0.769 0.950 -2.159
N 0.480 0.603 -1.578
N -0.706 -0.491 0.310
N 1.371 -0.075 0.552
```

The spin multiplicity is 1. As for the charge: 0. The calculation puts the HOMO energy at -0.2710 Ha.


## c
Here is C3H6N4 in the gas phase from the Open Molecules 2025 dataset. Energies are from the ωB97M-V functional and the def2-TZVPD basis.

XYZ file:
```
13
C3H6N4 | the Open Molecules 2025 dataset | the ωB97M-V functional and the def2-TZVPD basis
H 2.252 -0.443 0.655
N 1.719 0.087 1.373
C 0.497 0.199 1.061
N -0.185 -0.151 -0.147
C -1.526 -0.353 -0.094
N -2.144 -0.438 1.008
H -3.107 -0.617 0.789
N 0.280 -0.049 -1.465
C 1.348 0.619 -1.639
H -0.262 0.571 1.787
H -2.098 -0.420 -1.092
H 1.881 1.146 -0.803
H 1.732 0.833 -2.683
```

The spin multiplicity is 1. As for the charge: 0. The calculation puts the HOMO energy at -0.3384 Ha. As for the SMILES: [H]/N=C\N(/C=N/[H])N=C.


On energetic grounds, c is preferred over the next structure by 367.7 kJ/mol.


## a
Here is C3H6N4 in the gas phase from the Open Molecules 2025 dataset. Energies are from the ωB97M-V functional and the def2-TZVPD basis.

XYZ file:
```
13
C3H6N4 | the Open Molecules 2025 dataset | the ωB97M-V functional and the def2-TZVPD basis
C -2.355 1.092 0.100
C 0.693 -1.761 0.210
C -0.947 0.616 -0.492
N 0.179 1.090 0.030
N 2.381 0.998 0.236
N 1.338 -0.911 -0.448
N 1.276 0.458 -0.047
H -3.233 0.738 -0.386
H -2.343 1.830 0.869
H 0.791 -2.798 -0.076
H 0.054 -1.522 1.064
H -0.980 -0.160 -1.247
H 3.145 0.331 0.186
```

The spin multiplicity is 1. As for the charge: 0. The calculation puts the HOMO energy (spin up / spin down) at -0.2895 / -0.2741 Ha.


## b
Here is C3H6N4 in the gas phase from the Open Molecules 2025 dataset. Energies are from the ωB97M-V functional and the def2-TZVPD basis.

XYZ file:
```
13
C3H6N4 | the Open Molecules 2025 dataset | the ωB97M-V functional and the def2-TZVPD basis
C 1.851 -0.392 0.385
N 1.003 0.652 -0.384
N -0.282 0.246 -0.281
C -1.265 1.126 -0.072
N -2.422 0.405 0.308
C -1.958 -0.881 -0.054
N -0.644 -1.094 -0.364
H 2.063 -0.136 1.486
H 2.812 0.255 0.023
H 1.702 -1.364 0.188
H 1.165 0.466 -1.496
H -1.218 2.230 0.320
H -2.808 -1.511 -0.059
```

The spin multiplicity is 1. As for the charge: 0. The calculation puts the HOMO energy at -0.3587 Ha. As for the SMILES: CNn1cncn1.


On energetic grounds, b is preferred over the next structure by 206.9 kJ/mol.


## a
Here is 2 unconnected molecules or ions with the total composition C3H6N4 from the Open Molecules 2025 dataset. Energies are from the ωB97M-V functional and the def2-TZVPD basis.

XYZ file:
```
13
C3H6N4 | the Open Molecules 2025 dataset | the ωB97M-V functional and the def2-TZVPD basis
C -3.115 -1.422 -0.359
N -2.059 -0.908 0.190
N -1.467 0.151 0.030
N -0.267 0.383 0.104
N 0.026 1.687 0.324
H -3.449 -1.201 -1.474
H -3.611 -2.286 0.027
H 0.931 1.774 0.258
H -0.374 2.157 1.072
C 3.917 0.023 0.105
C 2.757 -0.260 -0.123
H 4.850 0.601 0.134
H 1.859 -0.700 -0.288
```

The spin multiplicity is 1. As for the charge: 0. The calculation puts the HOMO energy at -0.3153 Ha. As for the SMILES: C=N/N=N/N.C#C.


## b
Here is C3H6N4 in the gas phase from the Open Molecules 2025 dataset. Energies are from the ωB97M-V functional and the def2-TZVPD basis.

XYZ file:
```
13
C3H6N4 | the Open Molecules 2025 dataset | the ωB97M-V functional and the def2-TZVPD basis
C 0.878 -1.875 0.478
N -0.097 -0.857 0.148
C -1.315 -1.215 -0.183
N -2.378 -1.587 -0.432
N 0.388 0.426 0.113
C -0.335 1.381 -0.315
N 0.186 2.633 -0.408
H 1.153 -2.465 -0.402
H 1.758 -1.359 0.857
H 0.487 -2.545 1.247
H -1.359 1.275 -0.680
H 1.080 2.777 0.034
H -0.445 3.413 -0.458
```

The spin multiplicity is 1. As for the charge: 0. The calculation puts the HOMO energy at -0.3015 Ha. As for the SMILES: CN(C#N)/N=C/N.


On energetic grounds, b is preferred over the next structure by 503.5 kJ/mol.


## a
Here is 3 unconnected molecules or ions with the total composition C3H14NO2 from the Open Molecules 2025 dataset. Energies are from the ωB97M-V functional and the def2-TZVPD basis.

XYZ file:
```
20
C3H14NO2 | the Open Molecules 2025 dataset | the ωB97M-V functional and the def2-TZVPD basis
C -0.972 0.426 -1.967
C -1.064 1.038 -0.589
N 0.098 0.615 0.253
C 0.085 1.191 1.613
H -1.264 -0.612 -1.958
H 0.000 0.650 -2.394
H -1.687 0.918 -2.634
H -1.950 0.783 -0.021
H -1.032 2.124 -0.625
H 0.143 -0.410 0.246
H 1.015 0.829 -0.129
H -0.915 1.108 2.062
H 0.835 0.732 2.237
H 0.244 2.275 1.502
H 2.775 -0.856 -1.168
H 2.212 -2.154 -0.516
O 2.058 -1.204 -0.618
H 0.319 -3.069 1.637
H -0.927 -2.222 1.604
O 0.028 -2.162 1.467
```

The spin multiplicity is 1. As for the charge: +1. The calculation puts the HOMO energy at -0.5765 Ha.


## b
Here is 3 unconnected molecules or ions with the total composition C3H14NO2 from the Open Molecules 2025 dataset. Energies are from the ωB97M-V functional and the def2-TZVPD basis.

XYZ file:
```
20
C3H14NO2 | the Open Molecules 2025 dataset | the ωB97M-V functional and the def2-TZVPD basis
C -0.130 0.095 1.939
C -1.302 0.031 0.935
C -1.252 -1.032 -0.062
N -1.127 1.307 0.133
H -0.316 0.935 2.671
H 0.894 0.332 1.466
H -0.043 -0.833 2.557
H -2.300 0.025 1.442
H -0.219 -1.239 -0.536
H -1.478 -2.010 0.370
H -1.890 -0.767 -0.898
H -1.117 2.234 0.600
H -1.907 1.441 -0.557
H -0.135 1.216 -0.401
H 1.641 -2.165 -0.801
H 2.917 -1.548 -1.540
O 1.939 -1.446 -1.360
H 1.385 0.123 -1.326
H 2.003 1.547 -1.338
O 1.131 1.070 -1.079
```

The spin multiplicity is 1. As for the charge: +1. The calculation puts the HOMO energy at -0.5853 Ha.


## c
Here is 3 unconnected molecules or ions with the total composition C3H14NO2 from the Open Molecules 2025 dataset. Energies are from the ωB97M-V functional and the def2-TZVPD basis.

XYZ file:
```
20
C3H14NO2 | the Open Molecules 2025 dataset | the ωB97M-V functional and the def2-TZVPD basis
C 0.823 0.022 0.457
C 0.913 0.104 -1.051
C 2.346 0.416 -1.491
N -0.641 0.154 0.923
H 1.233 -0.918 0.831
H 1.322 0.915 0.830
H 0.235 0.858 -1.436
H 0.613 -0.820 -1.533
H 2.401 0.383 -2.578
H 2.684 1.388 -1.131
H 3.008 -0.372 -1.117
H -1.293 0.333 0.157
H -0.825 -0.700 1.458
H -0.723 0.927 1.569
H -3.279 2.042 -0.033
H -2.321 3.110 0.419
O -2.336 2.251 -0.020
H -1.048 -3.137 0.244
H -0.576 -3.155 1.743
O -0.362 -2.849 0.857
```

The spin multiplicity is 1. As for the charge: +1. The calculation puts the HOMO energy at -0.5750 Ha.


On energetic grounds, a is preferred over the next structure by 7.0 kJ/mol.


## a
Here is 3 unconnected molecules or ions with the total composition C3H14NO2 from the Open Molecules 2025 dataset. Energies are from the ωB97M-V functional and the def2-TZVPD basis.

XYZ file:
```
20
C3H14NO2 | the Open Molecules 2025 dataset | the ωB97M-V functional and the def2-TZVPD basis
C -0.335 -0.553 0.635
C 0.317 -1.660 1.579
C -0.378 -3.114 1.321
N 0.576 0.520 0.280
H -0.902 -0.927 -0.197
H -1.136 -0.072 1.256
H 0.015 -1.330 2.560
H 1.448 -1.642 1.389
H -1.442 -3.023 1.560
H -0.373 -3.214 0.265
H 0.273 -3.837 1.736
H 0.915 1.031 1.141
H 1.470 0.326 -0.305
H 0.069 1.139 -0.437
H 0.955 3.437 -1.521
H 1.163 2.317 -2.619
O 1.371 2.644 -1.806
H -1.663 2.135 -2.825
H -1.189 3.354 -1.945
O -1.152 2.467 -2.068
```

The spin multiplicity is 1. As for the charge: +1. The calculation puts the HOMO energy at -0.5501 Ha.


## b
Here is 3 unconnected molecules or ions with the total composition C3H14NO2 from the Open Molecules 2025 dataset. Energies are from the ωB97M-V functional and the def2-TZVPD basis.

XYZ file:
```
20
C3H14NO2 | the Open Molecules 2025 dataset | the ωB97M-V functional and the def2-TZVPD basis
C -1.630 -0.154 0.591
C -1.001 -1.291 -0.220
N 0.531 -1.044 -0.208
C 1.210 -2.163 -0.913
H -0.905 0.532 1.068
H -2.452 0.435 0.015
H -2.333 -0.493 1.393
H -1.305 -2.331 0.302
H -1.361 -1.428 -1.262
H 0.868 -1.022 0.763
H 0.709 -0.192 -0.649
H 1.131 -1.921 -1.977
H 0.609 -3.058 -0.807
H 2.277 -2.293 -0.570
H 0.636 4.408 -1.797
H -0.767 4.048 -1.434
O 0.173 3.752 -1.205
H 1.949 1.251 2.424
H 0.601 1.891 2.319
O 1.059 1.073 2.165
```

The spin multiplicity is 1. As for the charge: +1. The calculation puts the HOMO energy at -0.5269 Ha.


On energetic grounds, b is preferred over the next structure by 42.4 kJ/mol.


## a
Here is 2 unconnected molecules or ions with the total composition C2H6ClNO from the Open Molecules 2025 dataset. Energies are from the ωB97M-V functional and the def2-TZVPD basis.

XYZ file:
```
11
C2H6ClNO | the Open Molecules 2025 dataset | the ωB97M-V functional and the def2-TZVPD basis
C -2.404 1.054 -1.486
C -1.750 0.383 -0.537
O -0.836 0.985 0.230
Cl -2.113 -1.184 -0.041
H -3.216 0.517 -1.938
H -2.241 2.050 -1.835
H -0.110 0.406 0.352
N 0.811 -0.613 1.338
H 1.308 -1.038 2.116
H 0.120 -1.306 1.191
H 1.607 -0.701 0.687
```

The spin multiplicity is 1. As for the charge: 0. The calculation puts the HOMO energy at -0.3290 Ha. As for the SMILES: C=C(O)Cl.N.


## b
Here is 2 unconnected molecules or ions with the total composition C2H6ClNO from the Open Molecules 2025 dataset. Energies are from the ωB97M-V functional and the def2-TZVPD basis.

XYZ file:
```
11
C2H6ClNO | the Open Molecules 2025 dataset | the ωB97M-V functional and the def2-TZVPD basis
C 1.171 1.552 0.086
C -1.501 -1.271 -0.041
N 1.116 0.247 -0.532
O -1.458 -0.011 -0.414
Cl 1.487 -0.982 0.305
H 2.273 1.840 -0.183
H 0.510 2.122 -0.572
H 1.033 1.719 1.162
H -1.076 -1.521 0.976
H -0.994 -1.889 -0.778
H -2.561 -1.806 -0.008
```

The spin multiplicity is 1. As for the charge: 0. The calculation puts the HOMO energy (spin up / spin down) at -0.3112 / -0.3124 Ha.


On energetic grounds, a is preferred over the next structure by 537.9 kJ/mol.